Record 1
Below is a structure of composition C17H38ClFeN2O7SSbSi3, with properties calculated with the ωB97M-V functional and the def2-TZVPD basis.

Properties
LUMO level (spin up / spin down) = 2.5 / 1.1 eV
HOMO (spin up / spin down) = -5.403 / -5.619 eV
2S+1 = 6
Kohn-Sham gap (spin up / spin down) = 0.2903 / 0.2452 Eh
Largest force on an atom = 0.5 eV Å⁻¹
ΔE to the lowest compared entry with this formula, charge and spin = 0.00 kcal/mol
Molar mass = 711.9 g/mol
⟨S²⟩ = 8.7625
Energy = -123484.8189 eV
Total charge = -1

Geometry as XYZ:
```
71
Properties=species:S:1:pos:R:3:forces:R:3:mulliken_charge:R:1
Fe -0.3611 -0.8082 1.4387 0.5 0.0 0.1 0.487
O 0.1795 2.7857 -0.5887 0.0 0.0 0.0 -0.637
S -0.2702 1.5237 -0.0724 -0.2 0.0 -0.2 0.906
O -1.1633 1.5631 1.0830 0.1 -0.1 0.0 -0.516
O 0.7737 0.5176 0.1639 -0.2 0.0 0.1 -0.557
O -1.1748 0.8580 -1.2173 0.1 0.0 0.3 -0.091
C -6.1722 0.3269 2.5358 0.0 0.0 0.1 -1.146
Si -4.9715 0.8004 1.1730 0.0 -0.2 -0.1 0.500
C -4.1279 2.4066 1.5993 0.0 0.1 0.0 -0.965
C -5.9263 0.9817 -0.4357 0.0 0.0 -0.1 -0.887
Sb -3.1622 -0.9997 0.9583 0.0 0.1 0.1 -0.365
Si -4.1300 -3.0651 -0.1772 -0.1 0.0 0.0 0.558
C -2.8449 -3.6009 -1.4451 0.0 0.0 0.0 -0.395
C -5.7558 -2.7138 -1.0556 0.0 0.0 0.0 -1.192
C -4.3894 -4.4061 1.1050 0.0 0.0 0.0 -1.130
Si -1.6731 1.4283 -2.7037 -0.1 0.1 -0.1 0.630
C -2.6548 2.9989 -2.4816 0.0 0.0 0.1 -1.002
C -2.7632 0.0459 -3.3145 0.1 -0.1 0.0 -0.507
C -0.2060 1.6940 -3.8076 0.1 0.0 0.0 -1.117
H -6.9305 1.1036 2.6726 0.0 0.0 0.0 0.339
H -5.6409 0.2033 3.4820 0.0 0.0 0.0 0.316
H -6.6824 -0.6111 2.3059 0.0 0.0 0.0 0.292
H -4.8693 3.1636 1.8730 0.0 0.0 0.0 0.388
H -3.5429 2.7769 0.7554 0.0 0.0 0.0 0.188
H -3.4261 2.2770 2.4235 0.0 0.0 0.0 0.310
H -6.6025 1.8411 -0.3908 0.0 0.0 0.0 0.405
H -6.5237 0.0939 -0.6510 0.0 0.0 0.0 0.299
H -5.2391 1.1439 -1.2703 -0.1 0.0 0.0 0.096
H -3.2577 -3.5482 -2.4559 0.0 0.0 0.0 0.589
H -2.5185 -4.6287 -1.2669 0.0 0.0 0.0 0.336
H -1.9622 -2.9590 -1.4091 0.0 0.0 0.0 -0.554
H -5.6452 -1.8818 -1.7551 0.0 0.0 0.0 0.254
H -6.5446 -2.4606 -0.3426 0.0 0.0 0.0 0.292
H -6.0837 -3.5892 -1.6243 0.0 0.0 0.0 0.410
H -3.5316 -4.4392 1.7797 0.0 0.0 0.0 0.263
H -4.4874 -5.3844 0.6247 0.0 0.0 0.0 0.363
H -5.2921 -4.2220 1.6916 0.0 0.0 0.0 0.311
H -3.4959 2.8368 -1.8014 0.0 0.0 0.0 0.160
H -3.0577 3.3638 -3.4301 0.0 0.0 0.0 0.404
H -2.0126 3.7719 -2.0566 0.0 0.0 0.0 0.330
H -3.5953 -0.1233 -2.6249 0.0 0.0 0.0 -0.134
H -2.1754 -0.8753 -3.3625 -0.1 0.0 0.0 0.136
H -3.1754 0.2479 -4.3059 0.0 0.0 0.0 0.428
H 0.4864 2.3847 -3.3229 0.0 0.0 0.0 0.306
H -0.4924 2.1072 -4.7777 0.0 0.0 0.0 0.371
H 0.3135 0.7466 -3.9689 0.0 0.0 0.0 0.266
C 0.3437 -4.7869 -3.0756 0.0 0.0 0.0 -0.944
C 1.6953 -4.5159 -2.4254 0.0 0.0 0.0 -1.557
C 1.6006 -4.1102 -0.9492 0.0 0.0 -0.1 2.886
C 3.0309 -3.8626 -0.4076 0.0 0.0 0.1 -1.413
C 3.1087 -3.4676 1.0646 0.0 0.0 0.0 -1.158
C 1.0038 -5.2577 -0.1609 0.0 0.0 0.1 -0.154
O 1.3686 -6.4106 -0.2899 0.0 0.0 0.0 -0.694
N 0.0404 -4.9168 0.7465 -0.1 0.1 -0.1 0.164
C -0.3858 -3.6143 1.0501 0.1 0.0 -0.1 -0.299
O -1.1647 -3.4659 1.9850 -0.1 -0.1 0.0 -0.696
N 0.0566 -2.5796 0.3020 -0.3 0.1 0.3 2.078
C 0.8356 -2.7841 -0.8050 0.2 0.0 0.1 -1.497
O 1.0149 -1.9174 -1.6390 -0.1 -0.1 0.0 -0.582
H 0.4682 -5.0700 -4.1222 0.0 0.0 0.0 0.499
H -0.2874 -3.8980 -3.0431 0.0 0.0 0.0 0.056
H -0.1804 -5.6035 -2.5731 0.0 0.0 0.0 0.243
H 2.2022 -3.7063 -2.9499 0.0 0.0 0.0 0.458
H 2.3209 -5.4085 -2.4807 0.0 0.0 0.0 0.452
H 3.4638 -3.0752 -1.0280 0.0 0.0 0.0 0.436
H 3.6001 -4.7789 -0.5813 0.0 0.0 0.0 0.454
H 2.5654 -2.5449 1.2712 0.0 0.0 0.0 0.128
H 4.1480 -3.3106 1.3561 0.0 0.0 0.0 0.491
H 2.7020 -4.2468 1.7134 0.0 0.0 0.0 0.237
H -0.3225 -5.6432 1.3444 0.0 0.0 0.0 0.281
Cl 0.6112 -0.8754 3.5011 -0.2 0.0 -0.3 -0.607
```
Positions in Å, forces in eV/Å.



Record 2
Below is a cluster of 3 separate species, C17H38IO16P3S in total in a non-equilibrium geometry, with properties calculated with the ωB97M-V functional and the def2-TZVPD basis.

Properties
LUMO level = -2.0 eV
HOMO = -9.839 eV
2S+1 = 1
Kohn-Sham gap = 0.2884 Eh
Largest force on an atom = 10.1 eV Å⁻¹
SMILES = O=C(I)C[C@H]1OS(=O)(=O)O[C@H]1CP(=O)(O)O.CCOP(=O)(OCC)OCC.CCOP(=O)(OCC)OCC
Molar mass = 750.4 g/mol
Energy = -97800.0456 eV

Geometry as XYZ:
```
76
Properties=species:S:1:pos:R:3:forces:R:3:mulliken_charge:R:1
O 1.8198 1.3936 -5.2722 -2.6 7.8 4.1 -0.495
C 1.4400 2.5548 -4.6716 1.0 -6.7 -4.4 -0.033
I 2.9831 3.6337 -3.5580 -1.3 -0.5 -0.7 0.106
C -0.1183 3.0133 -4.8918 -0.4 0.9 0.1 -0.315
C -0.6377 4.2160 -3.9064 -0.7 -1.6 0.7 0.401
O -0.7941 5.5873 -4.4402 -1.7 0.1 1.6 -0.421
S -1.8909 6.3562 -3.3341 -4.3 2.3 4.0 1.021
O -3.0550 7.1980 -3.9292 5.3 -3.1 1.1 -0.499
O -1.3220 6.8974 -1.9986 -1.0 -2.1 -5.7 -0.512
O -2.7418 4.9382 -2.7970 2.7 0.3 -1.9 -0.343
C -2.1662 3.7548 -3.5024 0.3 0.9 1.0 -0.488
C -3.2603 3.4279 -4.6795 0.6 0.5 0.0 -0.462
P -4.6014 2.1558 -4.0684 -1.6 -3.6 -3.4 0.958
O -4.7121 0.9790 -5.1384 0.6 4.3 4.0 -0.686
O -4.2001 1.4329 -2.5359 -0.5 3.2 -2.0 -0.411
O -6.1191 3.0442 -4.0300 2.7 -1.0 -1.0 -0.556
H -0.8033 2.0667 -4.6553 1.8 1.9 -0.5 0.210
H -0.3693 3.3471 -6.0054 1.0 -0.9 2.3 0.343
H 0.0566 4.3480 -2.9724 -1.5 -0.6 -1.6 0.392
H -1.9953 2.9587 -2.6554 -0.6 1.2 -1.9 0.419
H -2.8174 2.9583 -5.6558 -0.8 0.6 2.1 0.343
H -3.7629 4.4564 -5.0125 1.0 -2.3 1.0 0.346
H -3.8621 2.0991 -1.8680 -0.7 -0.9 -0.9 0.350
H -6.3523 3.2757 -4.9963 0.7 -0.8 2.0 0.357
C -3.8278 -2.3399 -3.2230 -0.1 0.0 -0.2 -0.963
C -4.1748 -2.0692 -1.7716 -0.3 0.1 -0.4 -0.280
O -3.4069 -2.8742 -0.8964 0.5 0.4 -0.4 -0.399
P -1.7940 -2.5281 -0.7439 -6.0 -5.3 6.1 1.009
O -2.0050 -1.3605 0.2510 2.7 1.2 -3.6 -0.662
O -1.4600 -3.6573 0.4409 1.2 0.5 -0.8 -0.424
C -0.9170 -3.2298 1.6851 -0.2 0.1 0.4 0.068
C -2.0194 -2.9676 2.7010 -0.2 -0.1 0.1 -1.229
O -1.5583 -3.8326 -1.8554 1.5 3.3 -0.7 -0.210
C -0.2857 -3.8395 -2.4890 0.7 -0.4 -0.3 -0.320
C 0.8468 -4.0573 -1.5026 0.2 -0.1 0.2 -0.677
H -2.8064 -2.0176 -3.4460 0.0 0.1 -0.1 0.166
H -4.5075 -1.8024 -3.8911 0.1 0.0 0.1 0.408
H -3.8859 -3.4102 -3.4442 0.0 0.2 0.1 0.282
H -4.0311 -1.0125 -1.5280 -0.1 0.0 0.0 0.211
H -5.2275 -2.3109 -1.5973 0.2 0.0 0.1 0.346
H -0.2787 -2.3550 1.5475 -0.2 0.0 0.0 -0.132
H -0.2695 -4.0308 2.0568 -0.1 -0.1 -0.2 0.519
H -2.8529 -2.3978 2.2791 0.3 0.1 -0.1 0.313
H -1.6267 -2.4237 3.5649 0.0 -0.1 0.0 0.304
H -2.4427 -3.9150 3.0511 0.1 0.1 0.0 0.330
H -0.1514 -2.8952 -3.0270 0.1 -0.2 -0.2 0.286
H -0.2913 -4.6474 -3.2239 -0.2 0.1 0.0 0.356
H 0.9485 -3.2052 -0.8200 0.1 0.0 0.0 -0.027
H 1.8000 -4.1781 -2.0248 -0.1 0.0 0.0 0.437
H 0.6663 -4.9448 -0.8859 0.0 0.2 -0.2 0.229
C 6.3644 1.3305 5.4234 0.2 0.0 0.2 -0.944
C 5.6285 1.6612 4.1391 0.4 0.2 0.0 -0.323
O 4.8626 0.5616 3.6829 -0.1 0.3 0.7 -0.360
P 3.5080 0.1531 4.5445 2.3 -2.3 -9.4 1.054
O 2.6155 1.2481 3.9105 0.0 0.0 4.7 -0.701
O 2.9815 -1.0594 3.5232 -0.5 -0.1 1.4 -0.458
C 1.6871 -0.9717 2.9381 -0.2 0.1 -0.4 -0.105
C 1.7481 -0.2957 1.5759 0.1 0.0 -0.3 -1.089
O 4.5052 -1.0703 5.2528 -1.8 2.4 2.1 -0.238
C 3.9976 -1.6097 6.4662 -0.2 -0.6 0.5 -0.292
C 2.6878 -2.3489 6.2636 -0.2 -0.1 -0.1 -1.029
H 5.6610 1.1785 6.2474 0.1 0.1 0.1 0.222
H 7.0436 2.1421 5.7013 -0.1 -0.1 0.0 0.411
H 6.9414 0.4068 5.3148 -0.1 0.2 0.0 0.230
H 4.9829 2.5339 4.2746 0.0 0.1 0.0 0.273
H 6.3530 1.9014 3.3553 -0.2 -0.1 0.0 0.326
H 0.9933 -0.4633 3.6102 0.1 0.1 -0.1 0.287
H 1.3088 -1.9921 2.8158 0.3 0.0 0.1 0.309
H 2.3742 0.6017 1.5798 -0.2 -0.1 0.2 0.383
H 0.7453 -0.0203 1.2366 0.0 -0.1 0.0 0.295
H 2.1897 -0.9736 0.8379 -0.1 0.0 0.1 0.195
H 3.8736 -0.7986 7.1915 0.1 -0.2 0.2 0.295
H 4.7497 -2.2984 6.8572 0.1 0.1 -0.1 0.354
H 1.8832 -1.6607 5.9783 0.0 -0.1 0.1 0.267
H 2.3799 -2.8545 7.1831 0.1 0.1 0.0 0.438
H 2.7752 -3.0923 5.4634 0.0 0.2 0.2 0.232
```
Positions in Å, forces in eV/Å.



Record 3
Below is a structure of composition C17H38MgN5O4, with properties calculated with the ωB97M-V functional and the def2-TZVPD basis.

Properties
LUMO level = -2.2 eV
HOMO = -10.792 eV
2S+1 = 1
Kohn-Sham gap = 0.3175 Eh
Largest force on an atom = 0.4 eV Å⁻¹
ΔE to the lowest compared entry with this formula, charge and spin = 2.75 kcal/mol
Molar mass = 400.8 g/mol
Energy = -39329.8239 eV
Total charge = +1

Geometry as XYZ:
```
65
Properties=species:S:1:pos:R:3:forces:R:3:mulliken_charge:R:1
Mg 0.5699 0.5372 0.1802 0.0 0.0 0.2 3.054
C 2.3598 1.4681 2.6421 0.0 0.1 0.0 -0.855
C 1.1519 2.4091 2.4155 0.0 0.0 0.1 -0.733
N 0.8288 2.5437 0.9960 -0.1 0.0 0.0 -0.417
C 1.8091 3.2928 0.1967 0.1 0.0 0.0 -0.879
C 2.0241 2.6682 -1.1845 0.1 0.1 0.0 -0.597
N 2.1829 1.2064 -1.1599 -0.1 -0.1 0.0 -0.327
C 3.4874 0.6602 -0.7934 0.1 0.0 0.1 -0.880
C 3.7722 0.8246 0.6987 0.1 0.0 -0.1 -0.796
N 2.5921 0.5258 1.5301 -0.1 -0.1 0.0 -0.217
H 3.2620 2.0545 2.8290 0.0 0.0 0.0 0.436
H 2.1711 0.9039 3.5549 0.0 0.0 0.0 0.400
H 0.2715 1.9889 2.9004 0.0 0.0 0.0 0.336
H 1.3619 3.3739 2.8891 0.0 0.0 0.0 0.538
H -0.0937 2.9505 0.8869 0.0 0.0 0.0 0.259
H 1.4979 4.3302 0.0547 0.0 0.0 0.0 0.566
H 2.7465 3.3386 0.7499 0.0 0.0 0.0 0.268
H 1.1398 2.8612 -1.7920 0.0 0.0 0.0 0.098
H 2.8803 3.1601 -1.6618 0.0 0.0 0.0 0.493
H 1.9223 0.8646 -2.0768 0.0 0.0 0.0 0.272
H 3.4652 -0.4026 -1.0422 0.0 0.0 0.0 0.359
H 4.3072 1.1143 -1.3624 0.0 0.0 0.0 0.438
H 4.6181 0.1855 0.9626 0.0 0.0 0.0 0.505
H 4.0973 1.8447 0.8977 0.0 0.0 0.0 0.327
H 2.6971 -0.4008 1.9198 0.0 0.0 0.0 0.313
C -1.5201 -2.1743 -3.6651 0.1 0.0 0.0 -0.967
N -2.1271 -2.0656 -2.3471 0.0 0.0 0.0 0.368
C -3.5785 -2.1406 -2.2523 0.0 0.0 0.0 -1.086
C -1.4017 -2.0158 -1.2168 0.0 0.0 0.0 0.725
O -1.8840 -2.0281 -0.0908 0.0 0.0 0.0 -0.725
C 0.1152 -2.0071 -1.4010 -0.1 0.0 0.0 -1.102
O 0.7889 -1.6018 -0.2099 0.1 0.0 -0.1 -0.636
C 0.5608 -2.4213 0.9287 0.0 0.0 0.0 -1.748
C -0.2274 -1.6106 1.9466 -0.1 -0.2 0.1 0.821
O -0.2237 -0.3723 1.8526 0.1 0.2 0.0 -1.088
N -0.8499 -2.2357 2.9372 0.0 0.2 0.0 0.169
C -1.6600 -1.4500 3.8627 0.0 0.0 0.0 -1.018
C -0.8228 -3.6687 3.1713 0.0 -0.1 0.0 -1.093
H -2.3116 -2.1886 -4.4087 0.0 0.0 0.0 0.311
H -0.9448 -3.0967 -3.7755 0.0 0.0 0.0 0.322
H -0.8761 -1.3229 -3.8865 0.0 0.0 0.0 0.326
H -3.9293 -3.1684 -2.3698 0.0 0.0 0.0 0.322
H -4.0214 -1.5205 -3.0301 0.0 0.0 0.0 0.412
H -3.8875 -1.7727 -1.2790 0.0 0.0 0.0 0.309
H 0.3913 -1.2832 -2.1614 0.0 0.0 0.0 0.345
H 0.4672 -2.9999 -1.6999 0.0 0.0 0.0 0.455
H 1.5311 -2.7011 1.3527 0.0 0.0 0.0 0.409
H 0.0239 -3.3219 0.6510 0.0 0.0 0.0 0.703
H -2.0574 -0.5809 3.3474 0.0 0.0 0.0 0.299
H -1.0694 -1.1214 4.7199 0.0 0.0 0.0 0.289
H -2.4822 -2.0680 4.2171 0.0 0.0 0.0 0.404
H -0.1315 -4.1738 2.5044 0.0 0.0 0.0 0.380
H -1.8185 -4.0897 3.0278 0.0 0.0 0.0 0.359
H -0.5045 -3.8626 4.1960 0.0 0.0 0.0 0.397
C -1.8315 1.6882 -3.0720 0.0 0.0 0.1 -1.349
C -1.9432 1.3191 -1.5940 0.0 0.1 0.1 0.896
C -2.4312 2.5251 -0.7901 0.0 -0.1 0.0 -1.557
O -0.7363 0.8582 -1.1041 0.1 -0.1 -0.3 -0.458
H -2.7904 2.0114 -3.4830 0.0 0.0 0.0 0.401
H -1.4779 0.8337 -3.6510 0.0 0.0 0.0 0.191
H -1.1120 2.5026 -3.1978 0.0 0.0 0.0 0.287
H -2.7160 0.5364 -1.5025 0.0 0.0 0.0 -0.078
H -1.7131 3.3472 -0.8886 0.0 0.0 0.0 0.243
H -2.5178 2.2539 0.2651 0.0 0.0 0.0 0.308
H -3.4025 2.8844 -1.1347 0.0 0.0 0.0 0.494
```
Positions in Å, forces in eV/Å.



What is the energy in the third record? -39329.8239 eV